Entry from the Open Molecules 2025 dataset: C8H8F3NO2 in the gas phase in a non-equilibrium geometry (wB97M-V/def2-TZVPD).

```
22
Properties=species:S:1:pos:R:3
C 1.6040 0.5205 1.7536
C 1.3015 -0.1137 0.4452
C 1.1686 -1.4434 0.2343
C 0.7429 -1.9987 -1.0011
C -0.3490 -1.5546 -1.6934
C -1.2477 -0.6258 -1.1204
C -0.9129 0.5152 -0.4294
N -0.0978 1.5580 -1.0010
O 0.3417 1.3862 -2.1155
O 0.0323 2.5686 -0.3447
C -1.9188 1.0749 0.5595
F -2.8390 0.1568 0.8933
F -1.3591 1.4620 1.7111
F -2.5978 2.1253 0.0794
H 1.3288 -0.1157 2.5913
H 1.0770 1.4691 1.8353
H 2.6683 0.7504 1.8106
H 1.5797 0.4784 -0.4102
H 1.2998 -2.1351 1.0602
H 1.1620 -2.9519 -1.2939
H -0.7132 -2.1513 -2.5175
H -2.2712 -0.9753 -1.0469
```

Computed properties:
LUMO level ... -0.967 eV
Energy above the lowest of the compared OMol25 structures with the same formula, charge and spin ... 69.9 kcal/mol
SMILES ... C/C=C/C=C\C=C(/[N+](=O)[O-])C(F)(F)F
Kohn-Sham gap ... 8.631 eV
E_HOMO ... -9.60 eV
DFT total energy ... -814.29895 a.u.

Atom-resolved charges from natural (NBO), all expressed in e: -0.662 -0.105 -0.254 -0.135 -0.223 -0.099 -0.079 0.510 -0.383 -0.375 0.957 -0.322 -0.314 -0.316 0.214 0.247 0.229 0.210 0.216 0.221 0.227 0.236